{"formula": "C18H38BN7O4", "method": "ωB97M-V/def2-TZVPD", "elements": ["C", "C", "N", "C", "C", "C", "O", "C", "N", "N", "C", "N", "N", "C", "C", "N", "B", "O", "O", "H", "H", "H", "H", "H", "H", "H", "H", "H", "H", "H", "H", "H", "H", "H", "H", "H", "H", "H", "H", "C", "C", "C", "C", "C", "C", "N", "O", "C", "C", "C", "H", "H", "H", "H", "H", "H", "H", "H", "H", "H", "H", "H", "H", "H", "H", "H", "H", "H"], "xyz": [[0.813, 5.288, -1.918], [1.471, 4.247, -2.594], [1.361, 2.877, -2.240], [0.303, 2.096, -2.485], [-0.966, 2.503, -3.127], [-2.136, 1.711, -2.509], [-2.680, 0.904, -3.547], [-3.197, 2.592, -1.845], [-3.754, 2.012, -0.622], [0.563, 0.888, -2.048], [1.765, 0.887, -1.499], [2.326, -0.155, -0.929], [3.592, -0.226, -0.358], [4.340, -1.411, -0.798], [4.393, -1.446, -2.323], [2.318, 2.125, -1.588], [3.612, 2.752, -1.135], [3.873, 2.794, 0.195], [4.516, 3.294, -1.958], [-0.058, 5.747, -2.361], [1.199, 5.680, -0.987], [2.080, 4.481, -3.458], [-0.932, 2.404, -4.203], [-1.108, 3.544, -2.867], [-1.799, 1.018, -1.744], [-3.637, 0.931, -3.475], [-2.814, 3.580, -1.613], [-4.022, 2.736, -2.545], [-3.553, 2.568, 0.194], [-3.394, 1.086, -0.434], [1.766, -1.003, -0.929], [3.498, -0.209, 0.650], [5.339, -1.286, -0.405], [3.888, -2.334, -0.437], [5.222, -2.056, -2.653], [3.476, -1.896, -2.692], [4.432, -0.444, -2.732], [3.026, 2.824, 0.650], [4.261, 3.260, -2.884], [-3.330, -2.999, 2.151], [-1.873, -3.225, 1.684], [-1.086, -3.945, 2.780], [-0.737, -3.051, 3.972], [-0.039, -1.775, 3.504], [-0.824, -1.025, 2.428], [-1.239, -1.923, 1.312], [-0.213, -2.146, 0.556], [-2.047, -0.344, 3.070], [0.016, 0.118, 1.891], [-1.987, -4.140, 0.469], [-3.786, -2.156, 1.630], [-3.942, -3.872, 1.934], [-3.419, -2.832, 3.223], [-0.154, -4.341, 2.362], [-1.657, -4.808, 3.126], [-1.633, -2.807, 4.547], [-0.081, -3.594, 4.654], [0.132, -1.113, 4.356], [0.951, -2.042, 3.119], [-2.683, 0.112, 2.309], [-1.722, 0.445, 3.747], [-2.659, -1.013, 3.666], [0.974, -0.224, 1.498], [0.239, 0.838, 2.678], [-0.512, 0.649, 1.094], [-2.538, -3.655, -0.339], [-2.521, -5.047, 0.746], [-1.015, -4.447, 0.087]], "forces_ev_per_angstrom": [[0.79, -1.44, -0.38], [-0.60, 1.25, -0.12], [1.12, 1.63, 0.89], [0.57, -0.55, 0.19], [-0.19, 0.24, 1.18], [-0.50, -0.32, -0.51], [-0.09, 0.16, -0.07], [-0.29, -0.12, 0.31], [0.04, -0.11, 0.16], [-1.07, -1.25, -0.18], [0.94, 1.19, 0.17], [-0.48, -1.62, 0.31], [0.23, 0.77, -0.18], [-0.16, 0.47, -0.79], [-0.53, -0.28, 0.46], [0.34, -0.20, -0.20], [0.68, -0.38, 0.97], [-0.60, 0.35, -0.15], [-0.36, 0.08, -0.67], [1.06, 1.68, -1.02], [-1.30, -1.22, 1.38], [-1.19, -0.41, -1.27], [0.03, -0.19, -0.22], [-0.01, 0.34, -0.35], [0.51, 0.07, 0.14], [-0.10, -0.16, -0.08], [0.15, 0.18, -0.05], [0.03, 0.15, -0.28], [-0.02, 0.11, 0.02], [-0.05, -0.11, -0.10], [-0.31, 0.07, 0.07], [-0.04, 0.04, 0.09], [0.18, -0.10, 0.33], [0.06, -0.15, 0.25], [0.20, 0.02, -0.20], [-0.07, -0.12, -0.25], [0.38, 0.20, -0.11], [0.16, -0.30, 0.56], [0.33, -0.08, -0.19], [-0.06, 0.22, 0.18], [-1.80, -0.58, 0.21], [0.54, 0.23, 0.31], [-0.06, 0.04, -0.12], [0.17, -0.59, 0.02], [-0.93, 1.30, 0.94], [2.03, -1.12, 0.49], [-0.18, 0.33, -0.72], [-0.24, -0.13, 0.07], [0.48, 0.15, -0.55], [0.48, 0.12, -0.43], [0.03, 0.02, 0.00], [0.12, -0.08, -0.05], [0.03, 0.09, -0.02], [-0.02, 0.07, -0.12], [-0.12, 0.01, -0.12], [-0.01, 0.01, -0.03], [-0.01, 0.00, 0.01], [-0.07, 0.12, -0.07], [-0.04, 0.02, -0.14], [0.00, -0.03, -0.02], [0.13, 0.01, -0.06], [-0.02, -0.04, -0.08], [-0.07, -0.09, -0.07], [-0.16, -0.09, 0.16], [0.00, -0.05, -0.03], [0.00, 0.02, 0.01], [-0.06, 0.06, 0.13], [0.03, 0.13, -0.02]], "mulliken_spin": [0.000, 0.000, 0.000, 0.001, -0.001, 0.007, 0.000, 0.000, 0.000, 0.001, -0.001, 0.003, 0.001, 0.000, 0.000, 0.000, 0.000, 0.000, 0.000, 0.000, 0.000, 0.000, 0.000, 0.000, -0.005, 0.000, 0.000, 0.000, 0.000, 0.001, -0.001, 0.000, 0.000, 0.000, 0.000, 0.000, 0.000, 0.000, 0.000, 0.009, 0.029, 0.023, -0.021, 0.022, 0.033, 0.365, 0.548, 0.020, -0.054, -0.003, -0.006, 0.001, 0.001, 0.003, 0.002, 0.000, 0.002, 0.002, 0.006, -0.009, 0.000, 0.002, 0.012, -0.001, 0.008, -0.001, 0.000, 0.002], "charge": 1, "relative_energy_kcal_mol": 17.2, "spin_multiplicity": 2, "max_force_ev_per_a": 2.37, "homo_ha": [-0.4037, -0.4366]}

***

{"formula": "C18H38Br2NbO4", "method": "ωB97M-V/def2-TZVPD", "elements": ["C", "C", "Br", "C", "Br", "Nb", "C", "C", "C", "C", "C", "C", "C", "H", "H", "H", "H", "H", "H", "H", "H", "H", "H", "H", "H", "H", "H", "C", "C", "O", "H", "H", "H", "H", "H", "H", "C", "C", "O", "H", "H", "H", "H", "H", "H", "C", "C", "O", "H", "H", "H", "H", "H", "H", "C", "C", "O", "H", "H", "H", "H", "H", "H"], "xyz": [[1.705, 0.923, 4.186], [1.240, 2.005, 3.259], [1.729, 1.639, 1.450], [0.550, 3.117, 3.511], [0.082, 3.296, 5.379], [-0.313, 4.799, 2.174], [-2.528, 4.421, 2.459], [-2.935, 3.027, 2.110], [-2.582, 2.427, 0.891], [-2.902, 1.106, 0.617], [-3.602, 0.337, 1.540], [-3.990, 0.921, 2.747], [-3.658, 2.241, 3.019], [2.066, 1.363, 5.114], [0.884, 0.243, 4.417], [2.510, 0.347, 3.744], [-0.191, 6.056, 3.536], [1.264, 5.564, 1.641], [-0.157, 4.021, 0.525], [-0.875, 6.217, 1.188], [-3.181, 5.155, 1.988], [-2.646, 4.540, 3.545], [-2.014, 2.996, 0.166], [-2.564, 0.674, -0.311], [-3.820, -0.698, 1.313], [-4.531, 0.342, 3.484], [-3.944, 2.669, 3.972], [0.533, -2.283, 0.612], [-0.806, -1.730, 1.059], [-1.896, -2.486, 0.524], [0.592, -2.283, -0.478], [1.356, -1.686, 1.008], [0.664, -3.315, 0.952], [-0.937, -0.711, 0.704], [-0.875, -1.712, 2.152], [-1.807, -3.387, 0.848], [-1.284, 1.334, -4.294], [-1.039, 0.012, -3.590], [-1.973, -0.235, -2.546], [-1.251, 2.152, -3.575], [-0.532, 1.510, -5.064], [-2.269, 1.344, -4.769], [-0.061, 0.015, -3.115], [-1.058, -0.811, -4.315], [-2.859, -0.254, -2.918], [1.001, -5.893, -1.865], [2.451, -6.079, -1.458], [2.668, -5.758, -0.088], [0.687, -4.865, -1.684], [0.846, -6.126, -2.920], [0.354, -6.549, -1.277], [3.101, -5.413, -2.024], [2.771, -7.109, -1.656], [2.112, -6.339, 0.439], [4.683, -0.224, -3.186], [3.279, 0.318, -3.001], [2.302, -0.430, -3.724], [4.950, -0.234, -4.244], [5.409, 0.385, -2.647], [4.755, -1.248, -2.810], [3.204, 1.334, -3.386], [3.020, 0.345, -1.938], [2.315, -1.335, -3.396]], "forces_ev_per_angstrom": [[0.03, 0.08, 0.05], [-0.06, 0.02, 0.32], [0.00, 0.04, -0.36], [0.46, -0.32, -0.28], [-0.17, 0.09, 0.22], [-0.77, -1.83, 1.26], [-0.06, 0.65, -0.44], [0.10, -0.38, -0.12], [-0.12, 0.07, 0.24], [-0.11, 0.01, 0.18], [-0.06, 0.23, 0.13], [0.21, -0.04, -0.38], [0.15, -0.10, -0.01], [-0.09, -0.03, 0.10], [-0.05, -0.02, 0.08], [0.06, -0.06, -0.08], [0.39, 0.34, -0.73], [-0.62, 0.31, -0.18], [0.41, 0.85, -0.19], [0.23, -0.08, 0.16], [-0.05, 0.01, -0.03], [0.12, 0.20, 0.09], [0.01, 0.06, 0.01], [-0.03, -0.12, -0.19], [-0.01, -0.05, 0.07], [-0.06, -0.04, 0.03], [0.01, 0.06, 0.02], [-0.03, -0.07, -0.02], [0.01, -0.11, -0.02], [0.04, 0.02, -0.01], [0.00, 0.04, -0.01], [-0.02, 0.02, 0.01], [0.04, 0.01, 0.02], [-0.03, 0.00, 0.01], [0.05, 0.08, 0.00], [-0.01, -0.01, 0.00], [-0.07, 0.02, 0.09], [-0.07, 0.01, -0.01], [0.01, -0.01, 0.01], [0.02, 0.02, 0.00], [0.01, -0.02, 0.00], [0.01, -0.01, -0.03], [0.03, -0.02, -0.04], [0.06, -0.01, 0.01], [-0.01, 0.02, 0.00], [0.00, 0.09, 0.09], [-0.07, -0.08, 0.06], [0.01, -0.02, -0.09], [-0.02, 0.01, -0.01], [0.04, -0.02, -0.01], [-0.02, -0.02, -0.03], [0.01, 0.01, 0.00], [0.03, 0.02, -0.06], [0.00, 0.04, 0.06], [-0.05, -0.06, -0.10], [-0.05, -0.02, 0.09], [0.13, -0.03, -0.07], [0.02, 0.01, -0.01], [-0.01, 0.01, 0.02], [0.01, 0.01, 0.03], [0.00, 0.02, 0.02], [0.00, 0.05, 0.00], [-0.03, 0.00, 0.03]], "nbo_charge": [-0.683, -0.093, 0.022, -0.578, -0.024, 1.447, -0.920, -0.004, -0.257, -0.161, -0.270, -0.217, -0.234, 0.229, 0.226, 0.219, -0.337, -0.263, -0.336, -0.287, 0.242, 0.222, 0.231, 0.215, 0.214, 0.196, 0.200, -0.635, -0.068, -0.723, 0.202, 0.224, 0.188, 0.204, 0.155, 0.450, -0.635, -0.063, -0.719, 0.222, 0.210, 0.189, 0.198, 0.141, 0.458, -0.637, -0.059, -0.715, 0.222, 0.211, 0.195, 0.175, 0.149, 0.458, -0.633, -0.064, -0.725, 0.205, 0.216, 0.196, 0.180, 0.168, 0.460], "charge": -1, "relative_energy_kcal_mol": 0.0, "spin_multiplicity": 1, "max_force_ev_per_a": 2.35, "homo_ha": -0.1746}